Molecular formula: C25H14BrN4O10SW
Method: DFT, wB97M-V/def2-TZVPD

As for the total charge: -1. The calculation puts the frontier orbital gap (alpha / beta) at 5.57 / 5.57 eV. The calculation puts the energy above the lowest of the compared OMol25 structures with the same formula, charge and spin at 0.00 kJ/mol.

XYZ file:
```
56
Properties=species:S:1:pos:R:3:forces:R:3
W 0.7487 0.5574 -0.0184 0.187 1.028 -1.316
O 3.8297 -1.8783 1.1148 0.013 -0.025 0.033
C 2.8048 -1.2355 1.0863 -0.083 -0.019 -0.096
O 2.1412 -0.9105 -0.0046 0.192 -0.299 0.087
C 2.0984 -0.7208 2.2883 -0.166 -0.205 -0.034
C 2.2999 -1.1586 3.5782 0.087 0.145 0.056
C 1.4020 -0.7831 4.5692 -0.018 -0.010 -0.034
C 0.2820 -0.0514 4.1967 0.036 0.071 0.033
C 0.1280 0.3376 2.8840 -0.022 -0.099 -0.022
N 1.0481 0.0518 1.9435 -0.248 -0.443 0.274
C -1.1077 0.9160 2.2950 -0.035 0.037 -0.073
O -2.0756 1.2435 2.9517 0.018 0.007 0.012
O -1.0115 0.9632 0.9931 -0.039 -0.076 0.071
H 3.1425 -1.8099 3.7662 0.013 0.020 0.010
H 1.5366 -1.1077 5.5919 0.002 -0.003 0.000
H -0.5117 0.1978 4.8878 0.009 0.009 0.006
S 0.7697 3.1050 0.1039 -0.116 0.233 0.146
C -0.3748 2.9578 -1.1753 -0.031 0.009 0.107
C -1.0168 3.9716 -1.8943 -0.014 0.005 -0.006
C -1.8929 3.6072 -2.8912 0.002 -0.015 0.005
C -2.1289 2.2568 -3.1597 0.002 0.011 0.008
C -1.4691 1.3140 -2.4025 -0.015 -0.046 0.011
N -0.6254 1.6702 -1.4375 0.262 0.004 0.152
H -0.8113 5.0062 -1.6588 0.002 -0.001 0.001
H -2.4002 4.3704 -3.4689 -0.001 -0.001 -0.002
H -2.8105 1.9466 -3.9384 -0.001 0.002 -0.001
H -1.5974 0.2506 -2.5421 0.005 -0.004 -0.001
Br 2.8464 2.5729 2.7938 0.020 -0.022 -0.004
C 3.7808 1.9116 1.2825 -0.021 0.047 0.036
C 5.1646 1.9947 1.3046 0.001 0.005 -0.018
C 5.8559 1.6075 0.1717 -0.003 0.001 -0.007
C 5.1447 1.1981 -0.9429 -0.002 0.019 0.036
C 3.7681 1.1343 -0.8621 0.045 -0.034 -0.029
N 3.0932 1.4510 0.2529 -0.231 -0.138 -0.156
C 2.9542 0.7469 -2.0892 -0.009 0.131 0.016
O 3.5403 0.6106 -3.1479 0.007 -0.035 0.001
O 1.6887 0.6776 -1.8989 -0.078 -0.292 0.049
H 5.6655 2.3587 2.1887 -0.003 -0.001 0.002
H 6.9375 1.6445 0.1573 0.001 0.002 0.001
H 5.6105 0.9187 -1.8759 -0.004 0.000 -0.004
O -0.7431 -2.0457 1.1101 -0.028 -0.006 -0.020
C -1.1235 -1.7259 -0.0011 -0.101 -0.078 0.219
O -0.5254 -0.9184 -0.8253 0.294 0.118 0.617
C -2.4435 -2.2587 -0.5054 0.084 -0.035 -0.156
C -2.6847 -2.4093 -1.8668 -0.002 -0.006 -0.001
C -3.8976 -2.9070 -2.3115 -0.006 0.029 -0.012
C -4.8599 -3.2264 -1.3696 -0.085 0.178 -0.017
C -4.6496 -3.0773 -0.0096 -0.008 0.024 0.022
C -3.4242 -2.5977 0.4191 0.001 -0.034 -0.017
N -6.1582 -3.7459 -1.8336 0.371 -0.670 0.048
O -6.9648 -4.0911 -0.9926 -0.164 0.228 0.031
O -6.3156 -3.8927 -3.0303 -0.130 0.234 -0.074
H -1.9082 -2.1438 -2.5716 0.003 0.001 0.004
H -4.1073 -3.0455 -3.3614 0.001 0.002 0.005
H -5.4343 -3.3354 0.6853 0.003 0.003 -0.003
H -3.2081 -2.4740 1.4712 0.001 -0.001 0.001
```
Forces are in eV/Å.

natural (NBO) atomic charge list, values in e, 5 entries: 1.81 -0.61 0.77 -0.72 0.03

Molecular formula: C25H14N4O6Pd
Method: DFT, wB97M-V/def2-TZVPD

As for the total charge: 0. The calculation puts the frontier orbital gap at 5.35 eV.

XYZ file:
```
50
Properties=species:S:1:pos:R:3:forces:R:3
Pd -3.1021 -2.9845 -0.0467 -1.204 -1.189 -0.014
C 7.0136 6.0326 0.1218 0.291 -0.017 0.010
O 5.6222 6.2494 0.0882 -0.475 -0.030 -0.012
C 4.7828 5.1877 0.0698 -0.084 -0.050 -0.002
C 5.1905 3.8565 0.0742 0.310 0.199 0.006
C 4.2492 2.8463 0.0549 -0.463 0.085 -0.009
C 2.8873 3.1361 0.0312 0.607 0.334 0.009
C 2.4820 4.4765 0.0265 0.150 -0.204 0.001
C 3.4138 5.4852 0.0451 0.250 0.041 0.006
C 1.8844 2.0993 0.0132 -0.529 -0.314 -0.007
N 0.5870 2.3206 0.0046 0.110 0.429 0.005
C -0.0052 1.1022 -0.0097 0.870 -0.903 -0.003
C 0.9684 0.0984 -0.0103 -0.855 0.446 -0.004
N 2.1638 0.7557 0.0044 0.110 0.113 0.001
C 0.6653 -1.2860 -0.0227 -0.904 0.138 -0.003
C 1.5942 -2.3188 -0.0237 -0.430 -1.161 -0.010
C 1.1257 -3.6307 -0.0357 0.721 1.087 0.010
C -0.2354 -3.8799 -0.0455 -0.919 -0.093 -0.007
N -1.1518 -2.9095 -0.0443 1.748 0.797 0.014
C -0.7245 -1.6085 -0.0336 1.537 -1.140 0.002
C -1.7167 -0.6083 -0.0333 -1.133 1.639 0.005
N -3.0183 -1.0294 -0.0439 0.683 1.545 0.012
C -3.9843 -0.1099 -0.0447 -0.088 -0.884 -0.007
C -3.7304 1.2517 -0.0344 1.011 0.622 0.010
C -2.4177 1.7132 -0.0223 -1.045 -0.294 -0.008
C -1.3936 0.7788 -0.0220 0.243 -1.133 -0.007
H 7.4551 7.0271 0.1350 0.055 -0.107 0.001
H 7.3641 5.4931 -0.7629 -0.056 0.012 0.007
H 7.3196 5.4890 1.0205 -0.054 0.013 -0.012
H 6.2356 3.5906 0.0926 0.096 0.059 0.003
H 4.5957 1.8229 0.0601 0.075 -0.081 0.002
H 1.4255 4.6921 0.0084 -0.072 0.072 -0.002
H 3.1170 6.5222 0.0417 -0.040 0.103 0.000
H 3.0737 0.3256 0.0062 -0.064 0.153 0.001
H 2.6533 -2.1117 -0.0150 0.108 -0.023 0.000
H 1.8192 -4.4535 -0.0370 0.024 -0.166 -0.001
H -0.6070 -4.8958 -0.0544 -0.218 0.036 0.002
H -5.0004 -0.4823 -0.0538 0.039 -0.185 0.002
H -4.5544 1.9432 -0.0353 -0.159 0.057 -0.001
H -2.1694 2.7619 -0.0130 -0.041 0.145 0.000
O -7.3563 -7.2436 -0.0452 0.862 0.853 0.000
C -6.4975 -6.3857 -0.0451 -0.828 -0.783 0.000
C -5.0018 -6.6126 -0.0452 0.409 -0.250 0.000
O -4.4745 -7.7037 -0.0451 0.210 0.252 0.000
C -4.3909 -5.2670 -0.0457 -2.349 -0.548 0.000
C -5.3802 -4.2770 -0.0457 -0.550 -2.347 0.001
O -5.0890 -3.0304 -0.0462 0.504 1.533 -0.001
C -6.7257 -4.8886 -0.0452 -0.210 0.359 -0.001
O -7.8165 -4.3629 -0.0452 0.206 0.229 0.000
O -3.1444 -4.9755 -0.0463 1.545 0.547 -0.001
```
Forces are in eV/Å.

natural (NBO) atomic charge list, values in e, 5 entries: 0.95 -0.26 -0.48 0.33 -0.33

Molecular formula: C25H15ClI2N3O7SSr
Method: DFT, wB97M-V/def2-TZVPD

As for the total charge: -1. The calculation puts the frontier orbital gap at 5.95 eV. The calculation puts the energy above the lowest of the compared OMol25 structures with the same formula, charge and spin at 0.00 kJ/mol.

XYZ file:
```
55
Properties=species:S:1:pos:R:3:forces:R:3
Sr 1.3810 -0.1765 -1.0529 -0.133 0.397 -0.248
N -2.5866 -1.1007 1.6066 -0.013 0.283 -0.040
C -3.2843 0.0289 2.0912 0.104 -0.231 -0.086
C -4.1639 -0.0764 3.1564 -0.023 -0.028 0.030
C -4.8439 1.0453 3.6075 0.018 0.115 -0.046
C -4.6084 2.2796 3.0165 -0.026 -0.163 0.064
C -3.6952 2.3806 1.9780 0.059 0.126 -0.100
C -3.0467 1.2550 1.4845 -0.308 0.222 0.307
S -1.9624 1.3524 0.1129 0.338 -0.311 -0.071
N -0.8662 0.0800 0.4984 -0.214 0.243 -0.126
C -1.3076 -0.9465 1.1060 0.213 -0.474 0.214
C -0.3761 -2.1102 1.3241 -0.062 0.313 -0.220
C -0.3870 -2.8408 2.4966 0.005 -0.037 0.119
C 0.5439 -3.8628 2.6511 -0.072 0.030 0.022
C 1.4090 -4.1404 1.6160 0.107 -0.025 -0.118
C 1.3307 -3.3674 0.4606 -0.009 -0.024 0.121
N 0.4767 -2.3575 0.3246 0.004 -0.045 0.003
H -2.7713 -1.9699 2.0784 0.019 -0.022 -0.001
H -4.3229 -1.0413 3.6245 -0.002 -0.001 -0.001
H -5.5445 0.9574 4.4270 0.000 -0.015 0.000
H -5.1245 3.1619 3.3694 0.002 0.009 -0.002
H -3.4925 3.3463 1.5303 0.027 -0.025 -0.018
H -1.0593 -2.5839 3.3052 0.000 0.003 -0.004
H 0.5928 -4.4220 3.5757 0.005 0.009 0.006
H 2.1629 -4.9118 1.6917 0.001 0.003 0.006
H 1.9915 -3.5621 -0.3746 -0.008 0.006 -0.030
O 5.2864 -4.3081 1.2208 0.132 -0.024 0.071
C 4.8867 -3.2672 0.7489 -0.343 0.143 -0.078
C 4.3275 -2.0881 1.5188 0.110 -0.170 -0.216
O 4.3075 -1.9823 2.7333 -0.044 0.082 0.093
C 3.7312 -1.1985 0.5173 0.104 -0.070 -0.047
C 3.9277 -1.7260 -0.8031 -0.042 0.184 0.112
O 3.4228 -1.2164 -1.8577 0.016 -0.193 0.126
C 4.6716 -2.9874 -0.7248 0.128 -0.218 0.169
O 4.9701 -3.7465 -1.6298 -0.012 0.079 -0.075
O 3.0345 -0.1527 0.7692 -0.014 -0.071 0.006
Cl -3.1832 3.9429 -6.0670 0.068 -0.076 0.081
C -2.0635 3.2738 -4.8922 -0.081 0.034 -0.060
C -1.1376 4.1280 -4.2710 0.070 0.135 0.024
C -0.2514 3.6508 -3.3474 -0.030 -0.133 -0.036
C -0.2246 2.2660 -2.9764 -0.079 -0.046 0.147
O 0.5872 1.8443 -2.0979 0.008 -0.002 -0.079
C -1.1808 1.4223 -3.6325 -0.158 -0.353 -0.180
C -1.2934 0.0009 -3.3835 0.062 0.432 0.304
O -0.6361 -0.6698 -2.5945 0.037 -0.155 -0.118
C -2.0847 1.9472 -4.5777 0.030 0.161 -0.062
H -1.1354 5.1785 -4.5359 -0.003 -0.006 0.005
H 0.4663 4.2985 -2.8610 -0.009 0.034 -0.011
H -2.0945 -0.4969 -3.9608 0.028 -0.042 -0.053
H -2.7993 1.2901 -5.0602 0.016 -0.037 0.026
I 1.7661 3.4012 0.9679 -0.113 -0.018 0.040
C 3.7518 2.7805 0.5703 0.048 0.048 0.176
I 4.2557 2.7703 -1.4745 0.035 -0.044 -0.208
H 3.8282 1.7574 0.9263 0.001 -0.001 0.020
H 4.4179 3.4705 1.0698 0.003 -0.030 0.042
```
Forces are in eV/Å.

natural (NBO) atomic charge list, values in e, 5 entries: 1.83 -0.62 0.23 -0.27 -0.20

Molecular formula: C25H15F5N3O3Pd
Method: DFT, wB97M-V/def2-TZVPD

As for the total charge: -1. The calculation puts the frontier orbital gap at 6.77 eV. The calculation puts the energy above the lowest of the compared OMol25 structures with the same formula, charge and spin at 0.00 kJ/mol.

XYZ file:
```
52
Properties=species:S:1:pos:R:3:forces:R:3
Pd 0.1497 -0.1985 -0.0138 -0.422 0.034 0.315
N 7.0833 7.4883 0.0070 -0.001 -0.001 0.002
C 6.3209 6.6277 0.0044 -0.087 -0.107 0.001
C 5.3635 5.5476 0.0001 0.217 0.256 0.001
C 5.2852 4.7029 -1.1042 -0.120 -0.116 0.040
C 4.3638 3.6690 -1.1029 0.067 0.085 0.032
C 3.5196 3.4803 -0.0124 -0.187 -0.180 -0.013
C 3.6030 4.3341 1.0834 0.080 0.063 -0.039
C 4.5264 5.3667 1.0977 -0.093 -0.122 -0.041
C 2.5055 2.3765 -0.0261 0.307 0.384 0.030
C 3.0051 1.0800 0.0408 -0.135 -0.482 -0.104
C 4.3829 0.7492 0.1500 0.097 0.232 0.017
C 4.4798 -0.6148 0.1086 -0.133 -0.155 -0.020
C 3.1556 -1.0887 -0.0221 0.046 0.097 -0.117
N 2.2628 -0.1091 -0.0588 -0.081 0.161 0.189
C 1.1891 2.7807 -0.1116 -0.344 -0.097 0.025
C 0.6795 4.1080 -0.2512 0.233 0.082 -0.002
C -0.6828 4.0055 -0.2906 -0.141 -0.174 0.028
C -0.9779 2.6179 -0.1721 0.147 0.061 0.061
N 0.1228 1.8959 -0.0705 0.031 0.060 -0.129
H 5.9385 4.8553 -1.9522 0.016 0.030 0.009
H 4.2931 2.9993 -1.9495 -0.023 -0.005 0.002
H 2.9365 4.1845 1.9222 0.000 -0.017 0.002
H 4.5961 6.0302 1.9486 0.027 0.017 -0.007
H 5.1899 1.4592 0.2430 -0.027 -0.021 0.018
H 5.3639 -1.2289 0.1609 0.020 0.024 0.000
H 2.8752 -2.1138 -0.1151 -0.119 -0.140 0.023
H 1.2730 5.0069 -0.3199 -0.013 -0.024 -0.012
H -1.4063 4.7975 -0.3965 0.006 0.014 0.006
H -1.9426 2.1428 -0.1365 -0.039 0.044 -0.027
O -3.9913 -0.7395 -3.4441 -0.050 0.027 0.089
C -4.6424 -0.3897 -2.3006 0.086 -0.039 -0.120
C -6.0354 -0.3357 -2.2889 -0.032 0.007 0.044
C -6.7244 -0.0018 -1.1357 0.018 -0.001 -0.012
C -6.0235 0.2736 0.0288 -0.032 -0.010 -0.023
C -4.6396 0.2110 0.0105 0.076 0.004 0.052
C -3.9180 -0.1044 -1.1380 -0.054 0.021 -0.031
C -2.4050 -0.0955 -1.0820 0.129 0.048 0.135
O -1.7219 -0.0358 -2.0957 -0.307 0.027 0.046
O -1.9420 -0.0991 0.1305 0.534 -0.024 -0.396
H -4.6577 -0.9500 -4.1054 0.006 -0.010 -0.045
H -6.5784 -0.5630 -3.2014 0.005 0.001 -0.001
H -7.8069 0.0371 -1.1521 0.002 -0.002 0.007
H -6.5479 0.5264 0.9410 0.005 0.002 0.000
H -4.0655 0.3999 0.9074 -0.012 0.009 0.005
F -0.7183 -2.4414 1.4747 -0.101 0.133 0.144
C -0.2850 -2.1939 0.1873 0.342 -0.223 -0.200
F -1.3528 -2.5174 -0.6232 -0.010 -0.001 -0.044
C 0.6508 -3.3900 -0.0806 -0.105 -0.071 0.033
F 1.6112 -3.5039 0.8560 0.077 0.052 -0.014
F -0.0144 -4.5599 -0.0634 -0.031 -0.042 0.034
F 1.2385 -3.3075 -1.2835 0.125 0.090 0.008
```
Forces are in eV/Å.

natural (NBO) atomic charge list, values in e, 5 entries: 0.79 -0.33 0.28 -0.13 -0.17

In the order shown, the computed electronic energy values come out to -4972.04965; -1759.47582; -3137.35103; -1978.99994 Ha.